This record from the Open Molecules 2025 dataset describes a 2-piece molecular cluster, C2H2N2O2 overall at a distorted geometry. The level of theory is ωB97M-V/def2-TZVPD.

Last columns: bonded neighbours and bond lengths (Å).
Atoms and positions in Å:
1 C -1.51346 -0.52000 1.99197  N2 1.149, H4 0.996
2 N -0.86771 -0.58528 1.04332  C1 1.149, O3 1.191
3 O -0.28503 -0.58583 0.00490  N2 1.191
4 H -1.86825 -0.42164 2.91794  C1 0.996
5 N 0.52867 0.71881 -1.72155  C6 1.180, H8 0.990
6 C 1.65657 0.50239 -1.45041  N5 1.180, O7 1.141
7 O 2.77204 0.38076 -1.24158  C6 1.141
8 H -0.42284 0.51080 -1.54459  N5 0.990

Summary:
Lowest unoccupied orbital energy   0.61 eV
E_HOMO   -0.37075 Ha
SMILES   C#[N+][O-].N=C=O
Net charge   0
HOMO-LUMO gap   0.393 Ha

---

This record from the Open Molecules 2025 dataset describes an isolated ion of composition C11H16N3O and charge +1 at a distorted geometry. The level of theory is ωB97M-V/def2-TZVPD.

Last columns: bonded neighbours and bond lengths (Å).
Atoms and positions in Å:
1 C 2.38863 -1.92606 3.11723  O2 1.402, H16 0.994, H17 1.060, H18 1.074
2 O 2.47164 -1.93352 1.71765  C1 1.402, C3 1.379
3 C 1.38283 -2.40214 1.01394  O2 1.379, C4 1.532, H19 1.006, H20 1.012
4 C 0.56259 -1.20555 0.52070  C3 1.532, N5 1.500, H21 1.166, H22 1.178
5 N 1.56106 -0.15242 0.14236  C4 1.500, C6 1.323, H23 1.059
6 C 1.44848 0.70123 -0.86173  N5 1.323, C7 1.403, H24 0.990
7 C 0.33062 1.08310 -1.61957  C6 1.403, C8 1.436, C12 1.412
8 C 0.58536 1.48596 -2.97401  C7 1.436, C9 1.405, H25 1.072
9 C -0.47591 1.73531 -3.86042  C8 1.405, C10 1.396, H26 1.062
10 C -1.77438 1.50389 -3.40445  C9 1.396, C11 1.396, H27 0.997
11 C -2.06353 1.00116 -2.13412  C10 1.396, C12 1.432, H28 1.068
12 C -1.00113 0.93012 -1.17675  C7 1.412, C11 1.432, N13 1.356
13 N -1.24292 0.81994 0.15336  C12 1.356, C14 1.603
14 C -2.62878 1.33983 0.76828  N13 1.603, N15 1.305, H29 1.136
15 N -3.18787 2.45581 0.38880  C14 1.305, H30 1.034, H31 1.002
16 H 3.24184 -2.20975 3.54143  C1 0.994
17 H 1.68950 -2.62680 3.49746  C1 1.060
18 H 2.13988 -0.89977 3.31556  C1 1.074
19 H 0.73932 -2.93525 1.57316  C3 1.006
20 H 1.64033 -2.90473 0.17415  C3 1.012
21 H -0.02933 -0.79524 1.43767  C4 1.166
22 H 0.01729 -1.39133 -0.50708  C4 1.178
23 H 2.49427 -0.44477 0.54936  N5 1.059
24 H 2.26222 1.13145 -1.22711  C6 0.990
25 H 1.64756 1.51353 -3.11399  C8 1.072
26 H -0.56449 1.99343 -4.88652  C9 1.062
27 H -2.41642 1.67734 -4.14768  C10 0.997
28 H -2.96037 0.68189 -1.65053  C11 1.068
29 H -2.83113 0.87649 1.78557  C14 1.136
30 H -3.00401 2.92465 -0.51429  N15 1.034
31 H -3.65389 2.90651 1.15327  N15 1.002

Summary:
Lowest unoccupied orbital energy (alpha / beta)   -3.81 / -3.80 eV
E_HOMO (alpha / beta)   -0.40916 / -0.40918 Ha
SMILES   COCC/[NH+]=C\c1ccccc1/N=C\N
Net charge   +1
HOMO-LUMO gap (alpha / beta)   0.269 / 0.269 Ha

---

This record from the Open Molecules 2025 dataset describes a 14-piece molecular cluster, C19H56BN12O21 overall at a distorted geometry. The level of theory is ωB97M-V/def2-TZVPD.

Last columns: bonded neighbours and bond lengths (Å).
Atoms and positions in Å:
1 O 0.17135 -12.56469 -25.06778  C2 1.205
2 C -0.72267 -12.54527 -25.87555  O1 1.205, O3 1.285, C6 1.571
3 O -1.72719 -13.34153 -25.96426  C2 1.285, B4 1.472
4 B -2.56197 -13.07980 -27.14775  O3 1.472, O5 1.444, O8 1.467, O12 1.452
5 O -1.99602 -11.93326 -27.81933  B4 1.444, C6 1.372
6 C -0.87323 -11.58736 -27.11107  C2 1.571, O5 1.372, O7 1.235
7 O 0.09245 -10.92782 -27.50736  C6 1.235
8 O -3.99225 -13.03602 -26.82483  B4 1.467, C9 1.296
9 C -4.63188 -13.97861 -27.44379  O8 1.296, O10 1.287, C11 1.512
10 O -5.88245 -14.24414 -27.29465  C9 1.287
11 C -3.59735 -14.85539 -28.11270  C9 1.512, O12 1.321, O13 1.215
12 O -2.42212 -14.27080 -27.96568  B4 1.452, C11 1.321
13 O -3.79114 -15.95226 -28.59689  C11 1.215
14 O 0.57186 -8.04910 -27.91868  H15 0.957, H16 0.957
15 H 0.26432 -8.95434 -27.96555  O14 0.957
16 H -0.12077 -7.58435 -27.44911  O14 0.957
17 O -1.90218 -15.58962 -23.93733  H18 0.957, H19 0.957
18 H -1.13664 -15.83608 -23.41826  O17 0.957
19 H -1.69191 -14.71975 -24.27696  O17 0.957
20 O 1.70361 -13.46179 -22.33058  H21 0.957, H22 0.957
21 H 0.98826 -13.11102 -22.86112  O20 0.957
22 H 2.01044 -12.71444 -21.81720  O20 0.957
23 O -4.92226 -18.81364 -30.43644  H24 0.957, H25 0.957
24 H -4.24027 -19.34117 -30.85217  O23 0.957
25 H -4.53052 -17.94528 -30.34311  O23 0.957
26 C 4.78721 -13.82565 -24.88651  O27 1.247, N28 1.272, N29 1.329
27 O 5.92713 -13.71531 -25.37940  C26 1.247
28 N 3.70643 -13.33632 -25.34432  C26 1.272, H30 1.010, H31 1.010
29 N 4.58444 -14.20516 -23.62919  C26 1.329, H32 1.010, H33 1.010
30 H 3.80464 -12.65994 -26.08793  N28 1.010
31 H 2.93517 -13.30728 -24.69285  N28 1.010
32 H 5.47750 -14.18424 -23.15791  N29 1.010
33 H 3.70481 -14.14701 -23.13627  N29 1.010
34 C -0.29414 -10.42604 -30.86495  O35 1.216, N36 1.275, N37 1.313
35 O 0.83354 -10.71658 -31.21649  C34 1.216
36 N -0.62626 -9.22211 -30.60805  C34 1.275, H38 1.010, H39 1.010
37 N -1.29562 -11.26878 -30.75802  C34 1.313, H40 1.010, H41 1.010
38 H 0.09447 -8.51544 -30.64372  N36 1.010
39 H -1.55994 -9.00969 -30.92932  N36 1.010
40 H -0.99130 -12.21589 -30.93258  N37 1.010
41 H -2.22759 -10.93778 -30.55314  N37 1.010
42 C -1.71872 -14.75365 -31.42459  O43 1.214, N44 1.286, N45 1.310
43 O -1.41902 -14.00400 -32.33072  C42 1.214
44 N -2.82697 -15.40508 -31.42846  C42 1.286, H46 1.010, H47 1.010
45 N -0.87659 -15.28743 -30.57564  C42 1.310, H48 1.010, H49 1.010
46 H -3.04665 -15.99909 -30.64169  N44 1.010
47 H -3.40712 -15.22911 -32.23627  N44 1.010
48 H 0.12044 -15.14861 -30.65778  N45 1.010
49 H -1.21412 -15.77639 -29.75888  N45 1.010
50 C -4.43413 -19.94016 -27.09820  O51 1.179, N52 1.279, N53 1.270
51 O -4.49943 -20.98670 -27.63653  C50 1.179
52 N -4.09164 -19.80709 -25.87338  C50 1.279, H54 1.010, H55 1.010
53 N -4.84120 -18.85824 -27.62331  C50 1.270, H56 1.010, H57 1.010
54 H -3.87332 -20.73552 -25.54105  N52 1.010
55 H -3.98596 -18.87660 -25.49506  N52 1.010
56 H -5.14646 -18.94238 -28.58239  N53 1.010
57 H -4.99941 -18.01860 -27.08473  N53 1.010
58 C -8.27917 -16.85052 -26.22623  O59 1.208, N60 1.238, N61 1.249
59 O -9.01409 -16.52814 -27.12948  C58 1.208
60 N -7.12499 -16.41247 -26.12742  C58 1.238, H62 1.010, H63 1.010
61 N -8.69982 -17.65159 -25.36593  C58 1.249, H64 1.010, H65 1.010
62 H -6.82468 -15.62846 -26.68889  N60 1.010
63 H -6.48738 -16.62878 -25.37458  N60 1.010
64 H -7.91490 -17.65355 -24.73032  N61 1.010
65 H -9.64712 -17.40134 -25.12076  N61 1.010
66 C -3.53325 -9.34118 -28.76482  O67 1.254, N68 1.277, N69 1.281
67 O -3.52706 -9.73778 -29.95425  C66 1.254
68 N -4.13583 -9.77304 -27.72506  C66 1.277, H70 1.010, H71 1.010
69 N -2.82619 -8.30985 -28.48771  C66 1.281, H72 1.010, H73 1.010
70 H -4.36834 -10.75147 -27.63182  N68 1.010
71 H -4.20276 -9.20347 -26.89366  N68 1.010
72 H -2.75366 -7.99581 -27.53052  N69 1.010
73 H -2.09761 -8.10846 -29.15756  N69 1.010
74 C 4.51185 -8.88330 -27.88181  C75 1.541, H78 1.090, H79 1.090, H80 1.090
75 C 4.59853 -9.98408 -26.80676  C74 1.541, C76 1.547, O77 1.442, H81 1.090
76 C 4.81251 -9.36977 -25.40320  C75 1.547, H82 1.090, H83 1.090, H84 1.090
77 O 3.37401 -10.73338 -26.94447  C75 1.442, H85 0.960
78 H 4.74567 -7.97467 -27.32699  C74 1.090
79 H 3.56895 -8.59106 -28.34400  C74 1.090
80 H 5.13083 -9.17130 -28.73153  C74 1.090
81 H 5.42062 -10.69294 -26.90566  C75 1.090
82 H 4.04095 -8.62240 -25.21820  C76 1.090
83 H 5.81151 -8.93411 -25.38569  C76 1.090
84 H 4.76933 -10.13026 -24.62352  C76 1.090
85 H 2.65903 -10.14306 -26.69562  O77 0.960
86 C -6.65851 -12.42656 -29.94313  C87 1.550, H90 1.090, H91 1.090, H92 1.090
87 C -6.52312 -12.52301 -31.48377  C86 1.550, C88 1.532, O89 1.474, H93 1.090
88 C -7.18451 -13.76002 -32.10092  C87 1.532, H94 1.090, H95 1.090, H96 1.090
89 O -7.38708 -11.50287 -32.10576  C87 1.474, H97 0.960
90 H -6.82478 -13.44285 -29.58590  C86 1.090
91 H -7.45913 -11.75956 -29.62341  C86 1.090
92 H -5.76112 -11.95858 -29.53844  C86 1.090
93 H -5.47252 -12.46949 -31.76921  C87 1.090
94 H -6.63269 -14.67244 -31.87491  C88 1.090
95 H -7.30704 -13.81014 -33.18285  C88 1.090
96 H -8.16518 -14.05148 -31.72483  C88 1.090
97 H -7.07417 -10.62037 -31.89391  O89 0.960
98 C -3.48317 -10.62270 -23.95939  C99 1.532, H102 1.090, H103 1.090, H104 1.090
99 C -4.91760 -10.15949 -24.23476  C98 1.532, C100 1.500, O101 1.336, H105 1.090
100 C -6.03794 -11.00024 -23.69758  C99 1.500, H106 1.090, H107 1.090, H108 1.090
101 O -4.95456 -8.96509 -23.63797  C99 1.336, H109 0.960
102 H -2.78966 -10.01911 -24.54491  C98 1.090
103 H -3.36233 -11.62387 -24.37313  C98 1.090
104 H -3.23757 -10.65459 -22.89790  C98 1.090
105 H -5.01207 -10.03549 -25.31355  C99 1.090
106 H -5.91137 -12.07477 -23.82970  C100 1.090
107 H -7.02221 -10.73764 -24.08535  C100 1.090
108 H -6.07286 -10.95524 -22.60907  C100 1.090
109 H -5.14311 -9.02945 -22.69887  O101 0.960

Summary:
Lowest unoccupied orbital energy (alpha / beta)   -0.96 / -6.22 eV
Spin multiplicity   2
E_HOMO (alpha / beta)   -0.32632 / -0.32632 Ha
Net charge   0
HOMO-LUMO gap (alpha / beta)   0.291 / 0.098 Ha

---

Number 1: electronic energy -9177.869 eV. Number 2: electronic energy -18173.420 eV. Number 3: electronic energy -82168.704 eV.